(1)
{
  "formula": "C6H13N2O3S",
  "method": "ωB97M-V/def2-TZVPD",
  "symbols": ["C", "C", "C", "C", "C", "N", "N", "O", "S", "C", "O", "O", "H", "H", "H", "H", "H", "H", "H", "H", "H", "H", "H", "H", "H"],
  "positions_angstrom": [[0.7687, 1.4115, -2.2997], [0.9266, 0.1744, -1.5434], [1.6253, 0.0309, -0.2057], [0.2068, -0.2185, -0.2841], [-0.9432, 0.6551, 0.5577], [-2.2019, 0.4174, 0.4467], [-0.5131, 1.7734, 1.1651], [-1.3442, 2.4835, 1.9837], [-0.2215, -1.9838, -0.2323], [0.3565, -2.5521, 1.3870], [0.6414, -2.6642, -1.2272], [-1.6615, -2.0324, -0.2895], [1.5604, 2.1574, -2.1360], [-0.1032, 1.7966, -1.8370], [0.5598, 1.3008, -3.3425], [0.9655, -0.8648, -2.0992], [2.1836, -0.8299, -0.1318], [1.9251, 0.9233, 0.4386], [-2.5626, -0.4805, 0.0805], [-2.8524, 0.9044, 1.0840], [0.3867, 2.0788, 1.3559], [-1.0085, 3.3415, 2.1203], [-0.6058, -2.7380, 1.9829], [0.9045, -3.3694, 1.1967], [1.0069, -1.7153, 1.8294]],
  "relative_energy_kj_mol": 34.99,
  "spin_multiplicity": 1,
  "charge": 1,
  "molar_mass_g_mol": 193.25,
  "smiles": "C[C@H]1C[C@]1(C(=[NH2+])NO)S(C)(=O)=O"
}

(2)
{
  "formula": "C18H38BN4O19S4",
  "method": "ωB97M-V/def2-TZVPD",
  "symbols": ["N", "C", "N", "N", "C", "C", "C", "C", "B", "N", "C", "C", "O", "C", "C", "C", "O", "O", "H", "H", "H", "H", "H", "H", "H", "H", "H", "H", "H", "H", "H", "H", "H", "H", "H", "H", "H", "H", "H", "H", "C", "C", "O", "S", "O", "O", "O", "H", "H", "H", "H", "C", "C", "O", "S", "O", "O", "O", "H", "H", "H", "H", "C", "C", "O", "S", "O", "O", "O", "H", "H", "H", "H", "C", "C", "O", "S", "O", "O", "O", "H", "H", "H", "H"],
  "positions_angstrom": [[5.7872, 5.1923, 0.3331], [5.5793, 3.9533, 0.3580], [6.3304, 3.1374, 1.2456], [4.5840, 3.3747, -0.5276], [3.4163, 2.9577, 0.3029], [2.4204, 2.1753, -0.6246], [1.7119, 3.1769, -1.5961], [0.1492, 3.0922, -1.5949], [-0.5959, 3.9294, -0.3616], [-2.0978, 4.1131, -0.8170], [-0.0067, 5.4594, -0.1470], [-0.6360, 6.2287, 1.0342], [-1.7905, 6.2179, 1.3066], [-0.6694, 3.0463, 1.0561], [-2.1167, 2.6837, 1.5099], [-1.9775, 1.6776, 2.7025], [-1.1657, 1.8333, 3.5484], [-2.7799, 0.5287, 2.7873], [5.1768, 5.6262, -0.3604], [6.3873, 3.6294, 2.1357], [5.8505, 2.2531, 1.4005], [4.9743, 2.5502, -0.9901], [2.9314, 3.8320, 0.7773], [3.7311, 2.2686, 1.1260], [3.0707, 1.4624, -1.1878], [1.7314, 1.5547, -0.0264], [2.0879, 4.2099, -1.4549], [2.0454, 2.8945, -2.6270], [-0.1809, 3.5879, -2.5331], [-0.2474, 2.0565, -1.6483], [-2.3378, 3.2326, -1.2685], [-2.0935, 4.8442, -1.5324], [-0.2632, 6.0585, -1.0589], [1.0939, 5.5175, 0.0066], [-0.0003, 6.8990, 1.6907], [-0.1168, 3.5266, 1.8952], [-0.1502, 2.0662, 0.8957], [-2.6785, 3.5777, 1.8437], [-2.6789, 2.1179, 0.7402], [-2.2439, -0.2043, 2.4537], [-1.0131, -3.8436, 5.1834], [-0.7736, -2.8120, 6.2679], [-0.5135, -1.5955, 5.5640], [-1.3652, -1.5818, 4.1917], [-2.5507, -0.8391, 4.3923], [-0.4771, -1.3157, 3.1139], [-1.7438, -3.1535, 4.1685], [-0.0738, -4.1879, 4.7522], [-1.5792, -4.6982, 5.5422], [0.0664, -3.0707, 6.9092], [-1.6669, -2.6649, 6.8814], [1.5022, -7.1858, 1.3941], [1.3740, -5.6800, 1.4999], [-0.0246, -5.4505, 1.7161], [-0.6403, -6.6716, 2.5590], [-0.6886, -6.2905, 3.9282], [-1.7760, -7.1683, 1.8688], [0.5773, -7.7032, 2.3658], [1.1995, -7.5429, 0.4159], [2.5115, -7.5313, 1.6083], [1.7122, -5.1701, 0.6061], [1.9190, -5.2940, 2.3656], [-4.4119, 1.9444, -5.4450], [-4.6733, 3.4161, -5.1916], [-3.6524, 3.8177, -4.2813], [-2.3114, 2.9673, -4.5688], [-1.4546, 3.7445, -5.3913], [-1.8833, 2.3841, -3.3561], [-2.9907, 1.8219, -5.4930], [-4.7806, 1.3291, -4.6203], [-4.8542, 1.6009, -6.3787], [-5.6579, 3.5973, -4.7657], [-4.5604, 4.0015, -6.1086], [-0.4293, -6.7346, -3.3943], [-0.6045, -5.2596, -3.0962], [0.4169, -4.9608, -2.1396], [1.7005, -5.8835, -2.4260], [2.6364, -5.1387, -3.1832], [2.0516, -6.5400, -1.2124], [0.9880, -6.9459, -3.4027], [-0.8618, -7.3526, -2.6038], [-0.8613, -7.0178, -4.3516], [-1.5876, -5.0296, -2.6925], [-0.4254, -4.6497, -3.9848]],
  "relative_energy_kj_mol": 165.01,
  "spin_multiplicity": 1,
  "charge": -1,
  "molar_mass_g_mol": 753.59
}

(3)
{
  "formula": "C12H18N6O2S2",
  "method": "ωB97M-V/def2-TZVPD",
  "symbols": ["C", "O", "C", "C", "H", "H", "C", "N", "C", "N", "N", "N", "S", "C", "C", "O", "N", "C", "N", "C", "C", "S", "C", "H", "H", "H", "C", "H", "H", "H", "H", "H", "H", "H", "H", "H", "H", "H", "H", "H"],
  "positions_angstrom": [[2.7957, -1.0581, -2.7260], [3.5206, -0.6658, -1.7073], [4.6045, -1.5640, -1.3940], [4.3548, -2.8107, -0.7098], [5.2480, -3.3572, -0.6304], [3.8842, -3.4689, -1.3399], [3.8139, -2.3329, 0.5286], [2.2167, -2.3479, 0.2860], [1.5222, -1.2078, 0.3484], [0.2419, -1.3681, 0.0241], [0.3300, -2.8031, -0.0237], [1.4567, -3.3806, -0.0279], [2.0375, 0.4668, 0.6054], [0.5005, 1.2925, 0.8153], [-0.1010, 1.1282, -0.7610], [0.7709, 1.1533, -1.6670], [-1.4006, 1.4854, -0.9493], [-2.3526, 1.6887, 0.0076], [-3.7731, 1.5417, -0.2781], [-4.4473, 1.9809, 0.6883], [-3.9814, 2.1535, 1.7592], [-2.0613, 2.1263, 1.8304], [-4.6330, 2.6305, 3.1865], [-5.0842, 3.6446, 3.0097], [-4.0705, 2.5390, 3.9166], [-5.4452, 1.8899, 3.4078], [-6.0000, 2.0186, 0.1476], [-6.5647, 1.1453, 1.0963], [-6.2878, 2.9855, 0.4736], [-6.1381, 1.7345, -0.7242], [-1.7634, 1.1196, -1.7029], [-0.2006, 0.7010, 1.3452], [0.6498, 2.3415, 1.0683], [4.0697, -1.5423, 0.9268], [3.7338, -3.2918, 1.2371], [5.4439, -1.0058, -0.7291], [5.1159, -1.9929, -2.5050], [3.4694, -0.9998, -3.6029], [2.0382, -0.4058, -2.7791], [2.4863, -2.1639, -2.4513]],
  "relative_energy_kj_mol": 1190.74,
  "spin_multiplicity": 1,
  "charge": 0,
  "molar_mass_g_mol": 342.45
}

| no. | highest occupied orbital energy (eV) |
| --- | --- |
| 1 | -14.27 |
| 2 | -3.58 |
| 3 | -8.41 |